{
  "formula": "H22O11",
  "method": "ωB97M-V/def2-TZVPD",
  "species": ["O", "H", "H", "O", "H", "H", "O", "H", "H", "O", "H", "H", "O", "H", "H", "O", "H", "H", "O", "H", "H", "O", "H", "H", "O", "H", "H", "O", "H", "H", "O", "H", "H"],
  "positions_angstrom": [[0.419044, -2.834096, -1.127245], [1.129894, -3.164799, -1.751915], [-0.417919, -3.112201, -1.552950], [2.450356, -1.432771, 1.063784], [2.305872, -0.625955, 0.335450], [1.586742, -1.545852, 1.645621], [-0.336819, 2.310479, 2.544792], [-1.219786, 2.395718, 2.787750], [-0.055768, 2.300547, 1.758415], [-0.188879, -0.742566, 2.540273], [-0.141703, 0.222369, 2.450957], [-0.991609, -0.933465, 2.188196], [-0.062503, -4.107432, 0.781320], [0.102825, -3.483980, 0.133116], [0.657200, -3.887216, 1.458129], [-0.706655, -0.291833, -0.494802], [0.086273, -0.694832, -0.306000], [-0.378704, 0.487930, -0.284718], [2.150319, 0.741873, -0.167400], [2.260488, 0.575340, -1.095442], [2.421738, 1.493692, 0.104863], [0.155181, 2.825474, 0.106153], [-0.534095, 3.259954, -0.240122], [0.589733, 3.596399, 0.147328], [-2.568519, -0.842597, 1.390482], [-3.185539, -0.194272, 1.450881], [-1.862894, -0.669767, 0.705301], [-1.955391, 0.001394, -3.011247], [-1.548996, -0.026393, -2.097063], [-1.493966, 0.582339, -3.409009], [0.243741, 2.759541, -3.008101], [-0.076541, 2.619568, -2.143785], [1.166879, 2.417410, -2.903010]],
  "atomic_forces_ev_per_a": [[0.9, 0.5, -3.6], [-1.2, 0.5, 1.3], [0.5, 0.3, 0.1], [-2.5, 1.2, -0.7], [0.3, -3.2, 3.8], [2.3, 0.9, -1.9], [-0.2, -0.6, 10.6], [-2.1, 0.2, -0.3], [2.1, 0.2, -9.6], [4.5, 1.3, 1.4], [0.2, -0.2, 0.5], [-4.1, -1.3, -1.2], [0.8, -2.3, 5.1], [0.7, 1.6, -1.7], [-1.7, -0.7, -1.3], [-3.9, -3.4, -1.9], [2.9, -3.5, 0.4], [1.4, 7.0, 1.5], [-3.6, -7.7, -3.2], [0.3, 0.6, -0.7], [3.2, 8.1, 2.6], [1.3, -5.2, 0.4], [-5.7, 1.4, -2.2], [4.4, 4.3, 1.0], [3.3, -3.3, -0.7], [-2.6, 3.1, -0.1], [-1.5, 0.2, 0.4], [-4.4, -6.3, 6.0], [-0.7, -0.4, -1.4], [5.1, 6.6, -4.9], [2.0, -0.4, -1.1], [-0.9, -0.2, 1.6], [-1.1, 0.5, -0.5]],
  "smiles": "O.O.O.O.O.O.O.O.O.O.O",
  "e_homo_ev": -10.0,
  "fmax_ev_per_a": 10.66,
  "lumo_energy_ha": -0.0299,
  "relative_energy_kj_mol": 628.7,
  "homo_lumo_gap_ev": 9.18
}

=====

{
  "formula": "H22O15STl2",
  "method": "ωB97M-V/def2-TZVPD",
  "species": ["Tl", "Tl", "S", "O", "O", "O", "O", "O", "H", "H", "O", "H", "H", "O", "H", "H", "O", "H", "H", "O", "H", "H", "O", "H", "H", "O", "H", "H", "O", "H", "H", "O", "H", "H", "O", "H", "H", "O", "H", "H"],
  "positions_angstrom": [[1.183992, -2.070943, 3.667491], [3.048010, 3.560790, -0.610532], [0.148631, 0.366550, 0.159125], [0.059602, -0.333871, -1.157013], [0.994232, -0.425059, 1.059445], [0.708115, 1.716685, -0.111588], [-1.232233, 0.540951, 0.645155], [-1.294083, -2.897816, 1.957787], [-1.491710, -3.743800, 1.518891], [-2.079109, -2.343827, 1.805359], [1.403159, -2.638628, -1.602831], [0.801056, -1.876955, -1.619460], [1.666655, -2.831305, -2.517563], [-1.063777, 2.097339, -2.498985], [-0.456036, 1.857750, -1.773714], [-1.983996, 2.034157, -2.141186], [-2.790612, 2.455956, -0.499294], [-2.622263, 3.394570, -0.300816], [-2.156225, 1.914122, 0.031567], [0.822030, 4.537566, 1.149847], [-0.039978, 4.976579, 1.096244], [0.706331, 3.845130, 1.814435], [-3.304242, -1.052603, 0.389255], [-3.164806, -1.439235, -0.513013], [-2.578907, -0.385115, 0.521503], [3.819841, 0.556351, -0.305671], [4.603854, -0.017803, -0.264053], [3.092333, 0.010928, 0.025536], [-2.294060, -1.507351, -1.578245], [-1.413352, -1.070813, -1.427300], [-2.234156, -2.041222, -2.391262], [2.357127, 1.469929, -2.571203], [2.943836, 0.891239, -3.090606], [1.695078, 0.876408, -2.186109], [-1.134251, -0.074409, 3.689374], [-1.660537, 0.585283, 4.171897], [-1.320145, 0.090610, 2.754945], [1.919993, -3.604849, 1.257709], [1.594262, -3.333999, 0.372944], [2.746356, -4.089296, 1.071953]],
  "atomic_forces_ev_per_a": [[-0.2, -0.2, -0.1], [-0.2, -0.2, 0.0], [0.3, 0.0, 0.4], [0.4, 0.4, -0.1], [-0.4, 0.6, -0.7], [0.1, -0.5, 0.0], [0.2, -0.1, 0.6], [0.2, 0.6, -0.8], [0.0, -0.3, 0.3], [-0.4, -0.2, 0.5], [0.0, 0.1, 0.3], [0.2, -0.3, -0.2], [0.0, -0.2, 0.1], [-0.1, 0.0, 0.4], [-0.1, 0.0, -0.2], [0.0, 0.0, -0.2], [0.7, -0.3, -0.1], [-0.3, 0.0, 0.0], [-0.6, 0.6, 0.1], [0.2, -0.4, -0.2], [0.2, 0.3, -0.1], [0.0, 0.2, 0.1], [-0.4, 0.2, 2.6], [-0.1, -0.1, -1.0], [-0.2, 0.0, -0.2], [-0.3, 0.0, -0.1], [0.1, 0.2, 0.0], [0.1, -0.1, 0.2], [1.2, -0.2, -1.4], [-0.5, -0.3, -0.3], [-0.2, -0.1, 0.0], [-0.2, 0.1, 0.0], [0.2, 0.2, 0.0], [0.1, -0.1, 0.0], [-0.1, -0.3, -0.3], [0.1, -0.1, 0.3], [0.0, 0.2, 0.1], [-0.3, 0.1, -0.3], [0.2, -0.1, 0.2], [0.0, 0.0, 0.2]],
  "e_homo_ev": -23.2,
  "fmax_ev_per_a": 2.65,
  "lumo_energy_ha": -0.7446,
  "charge": 4,
  "homo_lumo_gap_ev": 2.90
}

=====

{
  "formula": "H22O17SV",
  "method": "ωB97M-V/def2-TZVPD",
  "species": ["O", "V", "O", "S", "O", "O", "O", "O", "O", "H", "H", "O", "H", "H", "O", "H", "H", "O", "H", "H", "O", "H", "H", "O", "H", "H", "O", "H", "H", "O", "H", "H", "O", "H", "H", "O", "H", "H", "O", "H", "H"],
  "positions_angstrom": [[19.628340, -9.294590, 0.871710], [18.313970, -10.094550, 1.338770], [17.437450, -10.484620, 0.064600], [17.840680, -10.482070, 4.096850], [19.001030, -9.732500, 3.605160], [18.236840, -11.669400, 4.876500], [17.052860, -9.604700, 4.956460], [17.103080, -10.800310, 2.877100], [20.644710, -6.648630, 2.610110], [20.534390, -6.582150, 1.661610], [21.112700, -5.850000, 2.853840], [18.332680, -11.654060, -2.505400], [18.119790, -11.958200, -3.387680], [17.836880, -10.841390, -2.405550], [15.152350, -12.125730, 1.772580], [15.794910, -11.515480, 2.134430], [15.655570, -12.676310, 1.172690], [17.145660, -8.180230, 1.468450], [16.197490, -8.069880, 1.397460], [17.492430, -7.288100, 1.459450], [16.325440, -12.967460, -1.254400], [17.032580, -12.399370, -1.560110], [16.075580, -13.475980, -2.025900], [17.586560, -9.207700, -2.431700], [18.432070, -8.810550, -2.222860], [17.478880, -9.062580, -3.371690], [21.414750, -9.088390, 3.473320], [21.253360, -8.212050, 3.123720], [20.544100, -9.428770, 3.679110], [19.656770, -7.300280, -2.059160], [20.204550, -7.469760, -1.292710], [20.254780, -6.918930, -2.701950], [21.565330, -6.916700, -0.088590], [21.975920, -7.770190, 0.050000], [22.299410, -6.311280, -0.192560], [19.524300, -12.085980, 1.445750], [20.251230, -12.326870, 0.871480], [19.295510, -12.898540, 1.897000], [22.762960, -9.469390, 0.033050], [23.318170, -9.997800, -0.540330], [21.869240, -9.681630, -0.236110]],
  "atomic_forces_ev_per_a": [[-0.5, -0.4, -0.5], [-0.3, 0.2, 0.2], [1.0, 0.1, 1.0], [0.5, 0.4, 7.6], [0.6, 0.3, -2.2], [-0.1, 0.2, -1.7], [-0.5, 0.0, -0.7], [-0.8, -0.7, -4.1], [-0.4, 0.6, 0.3], [0.1, -0.2, -0.5], [0.1, 0.2, 0.2], [0.8, -1.4, -0.3], [0.1, -0.2, -0.2], [-0.2, 1.3, 0.4], [-1.0, -0.5, -0.3], [0.2, 0.1, 0.4], [0.1, 0.0, -0.4], [0.2, -0.1, 0.1], [-0.3, -0.5, 0.0], [0.6, 0.0, 0.2], [-0.8, -0.6, 0.5], [0.6, 0.3, 0.0], [-0.1, -0.1, -0.1], [-0.9, 0.0, -0.3], [0.6, 0.5, 0.3], [0.0, 0.3, -0.3], [1.9, -0.1, 0.1], [-0.1, 0.1, 0.0], [-0.5, -0.2, 0.1], [-0.6, -0.2, -0.6], [0.4, 0.2, 0.6], [0.1, 0.1, -0.1], [-0.4, 0.6, -0.2], [0.5, -0.7, 0.4], [0.1, 0.2, 0.0], [-0.3, 0.4, -0.1], [0.1, 0.4, -0.3], [-0.5, 0.0, 0.5], [0.2, 0.2, 0.0], [0.2, 0.0, -0.1], [-0.7, -0.3, 0.2]],
  "e_homo_ev": -4.8,
  "fmax_ev_per_a": 7.65,
  "lumo_energy_ha": 0.0680,
  "charge": -1,
  "relative_energy_kj_mol": 161.9,
  "homo_lumo_gap_ev": 6.68
}

=====

{
  "formula": "H23O11",
  "method": "ωB97M-V/def2-TZVPD",
  "species": ["O", "H", "H", "O", "H", "H", "O", "H", "H", "O", "H", "H", "O", "H", "H", "O", "H", "H", "O", "H", "O", "H", "H", "O", "H", "H", "O", "H", "H", "O", "H", "H", "H", "H"],
  "positions_angstrom": [[-1.749440, 2.478748, -2.906662], [-1.725182, 3.234029, -3.533797], [-2.642401, 2.146200, -2.573980], [1.620338, 0.091102, 2.149870], [2.533079, -0.316445, 2.195752], [1.423095, 0.372917, 3.096425], [-1.288200, -3.018618, -1.568758], [0.516645, -2.485604, -1.291697], [3.643235, 1.560513, -0.764303], [-0.960569, 3.576550, 2.330473], [-0.018706, 3.764817, 2.438664], [-1.290196, 2.993705, -1.779879], [-0.397247, -2.504975, 3.231279], [-0.968774, -3.197172, 3.566291], [-1.128638, 3.260059, 3.240852], [1.050525, 1.624122, -0.320116], [0.711232, 0.803670, -0.747574], [-1.772719, -3.702426, -2.076817], [-2.094455, -3.580495, 1.334897], [-1.613434, -3.281954, -0.653450], [-0.825863, 0.361065, -2.504937], [-0.261169, 0.289106, -3.287785], [-0.828564, -0.558135, -2.210234], [-0.755338, 3.097241, -0.832917], [-1.207674, -3.255363, 1.532143], [0.305668, 2.815703, -0.824558], [1.092649, -1.764532, -1.026241], [-0.952094, 2.223158, -0.338178], [1.593905, -1.940441, -0.238348], [3.748531, 0.615488, -0.723739], [4.108776, 0.217264, 0.065939], [1.896128, 1.124558, -0.111826], [0.314618, -2.480385, 3.881721], [-2.077762, -4.563470, 1.251489]],
  "atomic_forces_ev_per_a": [[-0.5, 0.7, 0.0], [-1.0, -0.2, 0.0], [0.6, 0.6, -1.1], [1.2, -0.2, 1.7], [-1.5, 0.7, 0.1], [0.4, -0.5, -1.8], [-1.3, -1.6, 1.1], [-0.1, -0.4, 0.4], [0.6, 0.5, 0.7], [0.4, -0.3, 1.3], [0.1, 0.2, -0.6], [0.9, -0.5, -0.1], [0.3, -0.1, 0.2], [-0.4, -0.1, 0.1], [-0.5, 0.1, -0.7], [1.8, -2.6, 0.0], [-1.0, 0.6, -0.4], [0.6, 0.7, -0.2], [-0.4, -1.1, -0.6], [0.5, 0.9, -0.9], [0.5, -1.2, 0.2], [0.0, 0.4, 0.0], [-0.1, -0.2, 0.4], [1.7, -1.6, 1.8], [0.2, -0.1, 0.2], [-2.0, 0.8, -0.6], [0.2, 1.1, -0.7], [-0.6, 1.6, -0.5], [0.0, -0.5, 0.4], [-0.7, -1.2, -1.1], [0.3, 0.8, 0.4], [-0.4, 1.5, 0.3], [0.1, 0.2, -0.2], [0.3, 1.2, 0.3]],
  "e_homo_ev": [-2.3, -10.8],
  "fmax_ev_per_a": 3.21,
  "lumo_energy_ha": [-0.0026, -0.0046],
  "relative_energy_kj_mol": 147.1,
  "multiplicity": 2,
  "homo_lumo_gap_ev": [2.23, 10.69]
}